Density functional theory data (the ωB97M-V functional and the def2-TZVPD basis) for a cluster of 2 separate species, C4H12S3 in total.

Computed properties:
Total energy, a.u.: -1354.1392
Net charge: 0
E_LUMO, eV: 0.7199
Molecular weight, g/mol: 156.34
SMILES: CSSC.CSC
HOMO level, hartree: -0.281
ΔE to the lowest compared entry with this formula, charge and spin, kJ/mol: 36.0

Cartesian coordinates (Å):
C (-0.990, 3.841, 0.788)
S (0.070, 2.398, 0.595)
S (-0.346, 1.473, 2.398)
C (0.302, -0.200, 1.986)
H (-2.052, 3.624, 0.880)
H (-0.657, 4.422, 1.648)
H (-0.848, 4.457, -0.100)
H (1.369, -0.108, 1.805)
H (0.082, -0.820, 2.848)
H (-0.218, -0.528, 1.090)
C (-0.899, -2.594, -1.367)
S (-0.132, -0.981, -1.740)
C (1.598, -1.509, -1.727)
H (-0.363, -3.070, -0.549)
H (-0.830, -3.206, -2.264)
H (-1.938, -2.392, -1.125)
H (2.209, -0.623, -1.887)
H (1.842, -1.954, -0.762)
H (1.800, -2.229, -2.519)

Density functional theory data (the ωB97M-V functional and the def2-TZVPD basis) for a cluster of 2 separate species, C4H12Si2 in total.

Computed properties:
Total energy, a.u.: -738.4155
Net charge: 0
E_LUMO, eV: -0.9999
Molecular weight, g/mol: 116.31
HOMO level, hartree: -0.321
ΔE to the lowest compared entry with this formula, charge and spin, kJ/mol: 339.7

Cartesian coordinates (Å):
C (-0.700, -1.212, 0.354)
C (-1.335, -0.050, 0.102)
C (-2.783, 0.169, 0.632)
C (-0.619, 1.054, -0.599)
Si (0.979, -1.692, -0.248)
Si (4.322, 0.495, 0.248)
H (-1.345, -2.060, 0.870)
H (-2.685, 0.173, 1.727)
H (-2.977, 1.115, 0.312)
H (-3.372, -0.629, 0.296)
H (0.451, 0.899, -0.489)
H (-0.940, 1.986, -0.216)
H (-0.838, 1.156, -1.620)
H (1.701, -2.810, 0.453)
H (0.672, -2.161, -1.659)
H (1.872, -0.520, -0.178)
H (3.836, 0.243, -1.150)
H (2.963, 0.807, 0.653)